[1]
{"formula": "C27H30NOYb", "method": "the ωB97M-V functional and the def2-TZVPD basis", "charge": -2, "multiplicity": 2, "lumo_energy_ha": [0.17215, 0.17224], "homo_ev": [2.62, -0.78], "orbital_gap_ev": [2.1, 5.5], "elements": ["Yb", "C", "C", "C", "H", "C", "C", "H", "H", "H", "H", "C", "C", "C", "H", "C", "C", "H", "H", "H", "H", "O", "C", "C", "C", "C", "C", "H", "H", "H", "H", "H", "H", "H", "H", "H", "H", "C", "C", "C", "C", "C", "C", "N", "C", "C", "C", "C", "C", "C", "H", "H", "H", "H", "H", "H", "H", "H", "H", "H"], "coordinates": [[0.423, -0.470, -0.422], [0.960, -2.634, 1.101], [-0.457, -2.503, 1.077], [-0.906, -2.774, -0.248], [-1.095, -2.317, 1.940], [0.244, -3.098, -1.033], [1.395, -2.972, -0.208], [2.423, -3.158, -0.515], [1.594, -2.568, 1.981], [-1.947, -2.812, -0.574], [0.241, -3.496, -2.045], [2.190, 1.261, 0.335], [2.920, 0.068, 0.063], [2.900, -0.150, -1.339], [3.438, -0.539, 0.802], [2.215, 0.941, -1.937], [1.720, 1.783, -0.902], [1.144, 2.700, -1.032], [2.062, 1.725, 1.310], [3.377, -0.975, -1.866], [2.181, 1.163, -2.998], [-0.498, -0.115, -2.531], [-0.502, -0.439, -3.936], [-2.026, -0.281, -4.070], [-0.037, -1.839, -4.239], [0.207, 0.583, -4.794], [-1.979, 0.132, -2.611], [-2.550, -1.218, -4.248], [-2.339, 0.496, -4.769], [-2.170, 1.194, -2.416], [-2.512, -0.540, -1.924], [-0.431, -2.132, -5.220], [-0.402, -2.560, -3.508], [1.056, -1.869, -4.290], [-0.174, 0.489, -5.821], [1.283, 0.394, -4.811], [0.033, 1.613, -4.464], [-2.238, 4.131, 1.535], [-2.240, 3.235, 0.456], [-1.638, 1.987, 0.578], [-0.975, 1.617, 1.787], [-1.025, 2.527, 2.877], [-1.640, 3.768, 2.746], [-0.244, 0.447, 1.835], [0.091, -0.077, 3.083], [1.439, -0.349, 3.429], [1.766, -0.835, 4.692], [0.760, -1.100, 5.629], [-0.579, -0.857, 5.302], [-0.910, -0.338, 4.056], [-2.708, 5.107, 1.427], [-2.713, 3.505, -0.491], [-1.663, 1.261, -0.250], [-0.554, 2.245, 3.820], [-1.648, 4.448, 3.597], [2.215, -0.143, 2.685], [2.817, -1.007, 4.936], [1.023, -1.493, 6.610], [-1.371, -1.063, 6.022], [-1.945, -0.099, 3.801]], "lowdin_spin": [0.120, 0.001, 0.000, 0.004, 0.000, 0.002, 0.000, 0.001, 0.000, 0.008, 0.004, 0.001, 0.001, 0.002, 0.000, 0.003, 0.002, 0.002, 0.000, 0.002, 0.003, 0.005, 0.001, 0.220, 0.071, 0.124, 0.035, 0.073, 0.091, 0.017, 0.015, 0.042, 0.007, 0.012, 0.054, 0.013, 0.029, 0.002, 0.014, 0.000, 0.000, 0.000, 0.000, 0.000, 0.000, 0.001, 0.000, 0.000, 0.000, 0.000, 0.001, 0.013, 0.000, 0.000, 0.000, 0.000, 0.000, 0.000, 0.000, 0.000]}

---

[2]
{"formula": "C44H100BF3N3O11P", "method": "the ωB97M-V functional and the def2-TZVPD basis", "multiplicity": 1, "smiles": "[H]/N=C\\C[C@]1(NCCC)C(=O)N[C@](COC(F)(F)F)(B(O)CC)[C@]1(CCCCCOCC)P(C)CC.CC(C)O.CC(C)O.CC(C)O.CC(C)O.CC(C)O.CC(C)O.CC(C)O", "lumo_energy_ha": 0.00699, "homo_ev": -8.23, "orbital_gap_ev": 8.4, "elements": ["H", "N", "C", "C", "C", "N", "C", "C", "C", "C", "O", "N", "C", "C", "O", "C", "F", "F", "F", "B", "O", "C", "C", "C", "C", "C", "C", "C", "C", "O", "C", "C", "P", "C", "C", "C", "H", "H", "H", "H", "H", "H", "H", "H", "H", "H", "H", "H", "H", "H", "H", "H", "H", "H", "H", "H", "H", "H", "H", "H", "H", "H", "H", "H", "H", "H", "H", "H", "H", "H", "H", "H", "H", "H", "H", "H", "H", "H", "H", "C", "C", "C", "O", "H", "H", "H", "H", "H", "H", "H", "H", "C", "C", "C", "O", "H", "H", "H", "H", "H", "H", "H", "H", "C", "C", "C", "O", "H", "H", "H", "H", "H", "H", "H", "H", "C", "C", "C", "O", "H", "H", "H", "H", "H", "H", "H", "H", "C", "C", "C", "O", "H", "H", "H", "H", "H", "H", "H", "H", "C", "C", "C", "O", "H", "H", "H", "H", "H", "H", "H", "H", "C", "C", "C", "O", "H", "H", "H", "H", "H", "H", "H", "H"], "coordinates": [[1.784, 1.835, 2.911], [1.331, 1.137, 3.566], [1.094, -0.040, 2.869], [1.542, -0.068, 1.295], [0.569, -0.919, 0.290], [-0.887, -0.686, 0.587], [-1.310, 0.752, 0.631], [-2.934, 0.738, 1.037], [-2.954, 0.598, 2.690], [0.741, -2.474, 0.772], [0.862, -3.084, 1.945], [0.716, -3.435, -0.387], [0.582, -2.680, -1.687], [-0.954, -2.987, -2.132], [-1.932, -3.068, -1.020], [-2.839, -4.215, -1.168], [-2.107, -5.474, -0.861], [-3.497, -4.247, -2.496], [-3.955, -4.076, -0.161], [1.481, -3.598, -2.708], [2.018, -3.138, -4.039], [1.959, -5.167, -2.347], [1.815, -6.015, -3.782], [1.060, -1.137, -1.299], [0.229, -0.094, -2.248], [0.322, -0.297, -3.859], [1.625, 0.293, -4.627], [2.060, -0.571, -5.992], [3.664, -1.003, -5.799], [4.127, -1.987, -6.788], [4.733, -3.174, -6.171], [6.034, -2.874, -5.211], [2.984, -1.102, -1.616], [3.894, -2.346, -0.420], [3.793, 0.548, -1.160], [3.008, 1.919, -1.509], [0.611, -0.964, 3.444], [1.486, 1.065, 0.920], [2.673, -0.364, 1.270], [-1.253, -1.258, 1.379], [-0.804, 1.420, 1.445], [-1.257, 1.339, -0.380], [-3.485, -0.172, 0.520], [-3.405, 1.781, 0.784], [-2.328, -0.338, 3.053], [-2.476, 1.534, 3.227], [-4.063, 0.414, 3.039], [0.209, -4.336, -0.270], [-1.422, -2.244, -2.913], [-0.945, -4.048, -2.680], [1.237, -3.227, -4.661], [3.099, -5.188, -1.999], [1.241, -5.709, -1.603], [0.668, -5.876, -4.084], [2.072, -7.159, -3.569], [2.557, -5.634, -4.602], [-0.932, -0.216, -1.990], [0.434, 1.056, -2.011], [0.101, -1.411, -4.229], [-0.607, 0.316, -4.300], [1.335, 1.376, -5.038], [2.604, 0.413, -4.013], [2.066, 0.153, -6.940], [1.385, -1.508, -6.177], [3.777, -1.324, -4.679], [4.325, -0.021, -5.926], [3.961, -3.874, -5.608], [5.142, -3.842, -7.072], [5.671, -2.942, -4.078], [6.498, -1.808, -5.359], [6.872, -3.683, -5.337], [3.829, -3.445, -0.831], [3.517, -2.280, 0.683], [5.037, -2.038, -0.495], [4.128, 0.616, -0.016], [4.828, 0.585, -1.758], [2.368, 1.936, -2.485], [2.300, 2.338, -0.646], [3.834, 2.770, -1.647], [4.464, 4.083, 2.745], [4.863, 3.485, 1.405], [6.282, 3.876, 1.025], [3.962, 3.940, 0.398], [4.494, 5.178, 2.711], [3.436, 3.804, 3.000], [5.128, 3.740, 3.544], [4.781, 2.394, 1.450], [6.377, 4.964, 0.930], [6.551, 3.449, 0.053], [7.001, 3.527, 1.772], [4.028, 4.908, 0.352], [-0.973, -4.317, 4.535], [-1.850, -3.102, 4.792], [-2.889, -3.385, 5.865], [-2.509, -2.731, 3.584], [-1.571, -5.165, 4.183], [-0.238, -4.102, 3.752], [-0.440, -4.618, 5.442], [-1.226, -2.255, 5.098], [-3.555, -4.200, 5.561], [-3.521, -2.506, 6.031], [-2.413, -3.658, 6.813], [-3.065, -3.477, 3.304], [-6.359, -0.668, -0.590], [-7.203, 0.458, -0.014], [-8.674, 0.078, 0.037], [-7.045, 1.625, -0.818], [-6.664, -0.901, -1.616], [-5.304, -0.375, -0.632], [-6.447, -1.575, 0.016], [-6.851, 0.705, 0.993], [-9.061, -0.129, -0.967], [-9.271, 0.902, 0.442], [-8.831, -0.807, 0.661], [-7.355, 1.416, -1.715], [-7.647, -0.396, 6.733], [-6.186, -0.041, 6.954], [-5.596, -0.820, 8.118], [-6.073, 1.355, 7.214], [-8.248, -0.151, 7.616], [-8.062, 0.181, 5.900], [-7.766, -1.462, 6.514], [-5.614, -0.252, 6.043], [-6.123, -0.590, 9.051], [-4.547, -0.546, 8.273], [-5.653, -1.899, 7.941], [-6.577, 1.552, 8.021], [-0.630, 3.465, 6.061], [-0.399, 4.297, 4.810], [-0.656, 5.773, 5.070], [-1.265, 3.843, 3.774], [-1.667, 3.552, 6.403], [-0.453, 2.404, 5.855], [0.033, 3.780, 6.873], [0.630, 4.159, 4.461], [-1.694, 5.941, 5.378], [-0.498, 6.358, 4.158], [0.006, 6.157, 5.852], [-2.181, 3.962, 4.075], [2.572, -5.191, -9.446], [3.332, -4.493, -10.562], [4.820, -4.797, -10.493], [3.133, -3.085, -10.461], [2.921, -4.854, -8.463], [1.504, -4.953, -9.500], [2.692, -6.277, -9.505], [2.936, -4.811, -11.532], [5.249, -4.446, -9.548], [5.357, -4.278, -11.295], [5.008, -5.872, -10.584], [3.482, -2.794, -9.602], [0.732, 9.477, 1.967], [-0.533, 9.475, 2.811], [-0.882, 10.876, 3.288], [-0.346, 8.625, 3.939], [1.589, 9.839, 2.545], [0.978, 8.461, 1.640], [0.615, 10.110, 1.082], [-1.365, 9.067, 2.227], [-0.082, 11.288, 3.914], [-1.787, 10.858, 3.905], [-1.047, 11.551, 2.443], [0.391, 8.979, 4.464]], "lowdin_charge": [0.027, 0.048, -0.145, -0.111, -0.282, -0.003, -0.214, -0.191, -0.125, -0.217, -0.042, 0.080, -0.272, -0.080, -0.043, -0.249, 0.034, 0.042, 0.023, -0.369, -0.040, -0.146, -0.134, -0.323, -0.170, -0.196, -0.205, -0.146, -0.223, -0.221, -0.251, -0.105, 1.008, -0.261, -0.430, -0.186, 0.126, 0.111, 0.097, 0.114, 0.109, 0.111, 0.098, 0.113, 0.056, 0.070, 0.073, 0.134, 0.145, 0.152, 0.106, 0.117, 0.098, 0.090, 0.089, 0.067, 0.122, 0.119, 0.098, 0.132, 0.121, 0.065, 0.119, 0.102, 0.089, 0.140, 0.110, 0.115, 0.078, 0.087, 0.078, 0.037, 0.044, 0.065, 0.074, 0.099, 0.051, 0.078, 0.086, -0.056, -0.500, -0.060, -0.091, 0.084, 0.066, 0.085, 0.127, 0.083, 0.079, 0.083, 0.102, -0.058, -0.497, -0.062, -0.077, 0.083, 0.052, 0.082, 0.137, 0.083, 0.068, 0.083, 0.095, -0.065, -0.503, -0.069, -0.061, 0.083, 0.054, 0.082, 0.138, 0.080, 0.080, 0.080, 0.091, -0.068, -0.507, -0.072, -0.060, 0.080, 0.080, 0.079, 0.134, 0.080, 0.081, 0.076, 0.091, -0.067, -0.506, -0.071, -0.078, 0.080, 0.069, 0.078, 0.127, 0.086, 0.060, 0.082, 0.089, -0.064, -0.500, -0.064, -0.058, 0.069, 0.080, 0.079, 0.138, 0.067, 0.081, 0.080, 0.083, -0.067, -0.496, -0.067, -0.076, 0.080, 0.079, 0.080, 0.143, 0.081, 0.081, 0.080, 0.099]}

---

[3]
{"formula": "C27H44BrNOP2Pt", "method": "the ωB97M-V functional and the def2-TZVPD basis", "charge": 4, "multiplicity": 5, "lumo_energy_ha": [-0.50332, -0.57680], "homo_ev": [-18.91, -20.62], "orbital_gap_ev": [5.2, 4.9], "elements": ["C", "C", "C", "C", "N", "C", "C", "C", "C", "C", "C", "C", "C", "C", "Pt", "P", "H", "H", "H", "H", "H", "H", "H", "H", "C", "C", "H", "H", "H", "H", "H", "C", "C", "H", "H", "H", "H", "H", "C", "C", "H", "H", "H", "H", "H", "Br", "P", "C", "C", "H", "H", "H", "H", "H", "C", "C", "H", "H", "H", "H", "H", "C", "C", "H", "H", "H", "H", "H", "C", "C", "O", "H", "H", "H", "H", "H", "H"], "coordinates": [[2.324, 4.262, -0.740], [1.433, 3.393, -1.419], [1.567, 3.266, -2.827], [2.477, 4.109, -3.475], [3.283, 4.937, -2.817], [3.194, 5.047, -1.496], [0.487, 2.665, -0.670], [-0.467, 2.267, 0.066], [-1.709, 2.384, 0.765], [-2.194, 1.151, 1.263], [-3.548, 0.835, 1.177], [-4.244, 1.710, 0.368], [-3.953, 3.088, 0.362], [-2.631, 3.452, 0.620], [-0.598, 0.136, -0.786], [1.674, -0.372, -0.895], [1.015, 2.514, -3.388], [2.364, 4.269, 0.346], [2.547, 4.087, -4.563], [3.839, 5.769, -0.999], [-2.264, 4.477, 0.620], [-1.565, 0.461, 1.808], [-4.725, 3.812, 0.136], [-3.958, -0.096, 1.560], [2.139, -2.105, -0.431], [3.430, -2.659, -1.037], [1.285, -2.748, -0.694], [2.201, -2.115, 0.670], [3.580, -3.691, -0.701], [3.401, -2.691, -2.130], [4.321, -2.107, -0.722], [2.294, -0.182, -2.635], [3.721, 0.305, -2.900], [1.578, 0.503, -3.101], [2.137, -1.156, -3.114], [3.893, 0.301, -3.987], [3.883, 1.342, -2.574], [4.501, -0.344, -2.471], [2.783, 0.670, 0.146], [4.200, 0.188, 0.479], [2.217, 0.838, 1.074], [2.818, 1.647, -0.352], [4.650, 0.892, 1.189], [4.215, -0.790, 0.968], [4.859, 0.177, -0.397], [-5.462, 0.910, -0.901], [-1.651, -1.606, -1.731], [-0.676, -2.634, -2.893], [-1.357, -3.927, -3.330], [0.283, -2.860, -2.405], [-0.454, -1.998, -3.760], [-0.668, -4.465, -3.991], [-1.583, -4.592, -2.486], [-2.281, -3.755, -3.900], [-2.435, -2.753, -0.546], [-3.851, -3.183, -0.926], [-2.417, -2.263, 0.439], [-1.763, -3.621, -0.490], [-4.259, -3.788, -0.107], [-4.531, -2.333, -1.062], [-3.880, -3.806, -1.833], [-2.944, -0.692, -2.651], [-3.380, -1.295, -3.977], [-2.559, 0.329, -2.796], [-3.793, -0.560, -1.964], [-4.079, -0.601, -4.459], [-2.531, -1.433, -4.657], [-3.902, -2.253, -3.862], [-1.504, -0.810, 4.453], [-0.416, -0.600, 3.428], [-0.746, -1.381, 2.258], [-2.499, -0.713, 4.016], [-1.425, -0.081, 5.260], [-1.425, -1.802, 4.895], [-0.338, 0.480, 3.215], [0.556, -0.932, 3.814], [-0.135, -1.150, 1.530]], "lowdin_spin": [0.073, 0.016, 0.070, 0.076, 0.744, 0.078, 0.218, 0.008, 0.242, 0.031, 0.105, 0.190, 0.086, 0.000, 0.979, 0.224, 0.006, 0.006, 0.016, 0.016, -0.001, 0.002, 0.002, 0.003, 0.034, 0.014, 0.002, 0.000, 0.003, 0.000, 0.000, 0.029, 0.009, 0.006, 0.000, 0.002, 0.000, 0.000, 0.037, 0.012, 0.003, 0.000, 0.003, 0.000, 0.000, 0.195, 0.199, 0.027, 0.013, 0.001, 0.000, 0.003, 0.000, 0.000, 0.032, 0.010, 0.006, 0.001, 0.002, 0.001, 0.000, 0.071, 0.017, 0.021, 0.004, 0.002, 0.001, 0.001, 0.001, 0.004, 0.036, 0.000, 0.000, 0.000, 0.002, 0.001, 0.008]}